1.
Molecular formula: C52H94O23
Method: DFT, ωB97M-V/def2-TZVPD

Positions of all 169 atoms, in Å:
C -2.25 -0.22 -5.33
C -3.59 0.35 -5.82
C -3.11 1.77 -6.19
O -2.09 2.04 -5.27
C -1.57 0.92 -4.56
H -1.70 -0.31 -6.27
H -2.34 -1.23 -4.95
H -4.30 0.24 -4.99
H -3.96 -0.25 -6.65
H -4.00 2.40 -6.23
H -2.63 1.86 -7.17
H -1.85 0.98 -3.51
H -0.50 0.74 -4.64
C -0.66 0.07 -0.82
C -0.15 1.03 0.23
C 1.17 0.43 0.52
O 0.97 -0.97 0.52
C -0.09 -1.27 -0.39
H -0.19 0.35 -1.76
H -1.73 0.18 -0.96
H -0.72 0.98 1.16
H -0.07 2.06 -0.12
H 1.44 0.68 1.55
H 1.97 0.70 -0.18
H -0.91 -1.85 0.02
H 0.36 -1.74 -1.27
C -2.04 4.09 2.07
C -1.41 4.17 3.42
C -2.18 3.17 4.18
O -3.48 3.56 3.83
C -3.52 3.86 2.38
H -1.69 3.27 1.45
H -1.84 5.00 1.49
H -1.48 5.18 3.83
H -0.38 3.82 3.40
H -2.01 3.32 5.25
H -1.97 2.13 3.94
H -4.14 4.75 2.25
H -3.99 2.97 1.96
C 2.41 -2.16 -4.34
C 1.21 -1.65 -5.11
C 1.76 -0.51 -5.89
O 2.68 0.06 -4.90
C 3.00 -0.88 -3.85
H 3.06 -2.71 -5.02
H 2.08 -2.85 -3.57
H 0.35 -1.25 -4.57
H 0.73 -2.36 -5.79
H 0.98 0.20 -6.12
H 2.29 -0.76 -6.81
H 2.49 -0.56 -2.95
H 4.09 -0.79 -3.81
C 4.55 -2.30 -0.16
C 5.90 -2.48 0.48
C 5.67 -3.58 1.51
O 4.30 -3.84 1.50
C 3.69 -3.53 0.29
H 4.53 -2.22 -1.25
H 4.16 -1.35 0.21
H 6.27 -1.55 0.90
H 6.66 -2.79 -0.23
H 5.94 -3.31 2.53
H 6.23 -4.49 1.24
H 2.64 -3.23 0.36
H 3.72 -4.27 -0.51
C -5.95 2.55 -1.96
C -4.47 2.19 -2.12
C -4.13 1.56 -0.76
O -5.17 1.96 0.12
C -6.13 2.81 -0.52
H -6.57 1.70 -2.24
H -6.33 3.38 -2.57
H -3.85 3.08 -2.20
H -4.21 1.56 -2.98
H -3.16 1.86 -0.38
H -4.10 0.47 -0.78
H -5.95 3.85 -0.24
H -7.17 2.59 -0.28
C -0.88 -4.16 1.65
C -1.46 -5.42 2.23
C -1.09 -5.37 3.66
O 0.17 -4.77 3.68
C 0.43 -4.10 2.44
H -1.47 -3.29 1.92
H -0.72 -4.23 0.58
H -0.98 -6.28 1.75
H -2.53 -5.54 2.07
H -1.07 -6.27 4.27
H -1.75 -4.66 4.16
H 1.11 -4.64 1.78
H 0.74 -3.06 2.59
C 4.60 2.09 -2.15
C 4.54 2.51 -0.67
C 5.61 3.58 -0.64
O 5.49 4.23 -1.89
C 5.30 3.23 -2.85
H 3.62 1.89 -2.58
H 5.13 1.15 -2.33
H 4.72 1.67 0.00
H 3.55 2.94 -0.49
H 6.59 3.09 -0.56
H 5.44 4.18 0.25
H 6.23 3.05 -3.39
H 4.72 3.65 -3.67
C -2.64 -0.65 2.01
C -3.71 -1.57 2.65
C -4.38 -1.03 3.92
O -5.79 -1.22 3.75
C -6.01 -1.61 2.53
O -7.16 -1.90 2.10
O -4.83 -1.62 1.82
H -1.62 -0.76 2.38
H -2.87 0.37 2.33
H -2.55 -0.85 0.95
H -3.29 -2.55 2.90
H -4.19 0.03 4.05
H -3.99 -1.47 4.84
C 4.87 0.32 2.82
C 5.58 0.29 4.15
C 6.21 1.64 4.54
O 5.67 1.88 5.82
C 4.81 0.91 6.13
O 4.37 0.85 7.26
O 4.71 0.02 5.19
H 5.54 0.56 2.00
H 4.01 0.99 2.86
H 4.55 -0.66 2.49
H 6.44 -0.37 4.15
H 6.04 2.46 3.83
H 7.27 1.46 4.66
C 1.68 -0.81 4.09
C 0.74 -1.21 5.18
C 1.36 -0.90 6.54
O 0.33 -0.24 7.22
C -0.60 0.14 6.35
O -1.53 0.86 6.66
O -0.40 -0.43 5.15
H 2.60 -1.38 4.20
H 1.99 0.23 4.19
H 1.24 -1.11 3.14
H 0.50 -2.27 5.15
H 2.27 -0.30 6.57
H 1.54 -1.88 7.00
C -5.69 -5.30 -1.28
C -5.07 -4.04 -0.62
C -3.69 -4.20 -0.01
O -2.97 -3.14 -0.57
C -3.63 -2.62 -1.57
O -3.21 -1.78 -2.42
O -4.83 -3.13 -1.62
H -5.82 -6.13 -0.58
H -5.11 -5.63 -2.14
H -6.68 -5.04 -1.66
H -5.82 -3.63 0.06
H -3.27 -5.19 -0.15
H -3.84 -4.08 1.07
C 0.98 5.68 -5.55
C 0.64 4.39 -4.82
C 1.81 3.60 -4.33
O 1.54 3.35 -2.97
C 0.49 4.07 -2.67
O 0.07 4.19 -1.50
O -0.03 4.72 -3.68
H 1.27 5.40 -6.56
H 1.71 6.28 -5.00
H 0.19 6.43 -5.67
H -0.01 3.74 -5.41
H 2.77 4.10 -4.48
H 1.84 2.65 -4.85

Charge ... 0
ΔE to the lowest compared entry with this formula, charge and spin ... 0.0 kcal/mol
Kohn-Sham gap ... 9.1 eV

=====

2.
Molecular formula: C53H102ClFN4O19
Method: DFT, ωB97M-V/def2-TZVPD

Positions of all 180 atoms, in Å:
C 3.11 -1.86 -2.52
C 3.85 -3.12 -1.70
N 3.31 -3.08 -0.29
C 2.70 -4.40 0.14
C 1.29 -4.00 0.95
N 0.40 -3.30 -0.05
C -0.31 -2.02 0.46
N 0.16 -1.11 1.39
N -1.64 -2.05 -0.27
C -2.71 -1.08 0.17
C -3.07 0.10 -0.91
C -1.80 0.64 -1.80
C -0.49 1.11 -0.89
C -1.38 -0.38 -3.05
C -1.99 -3.55 -0.16
C -3.39 -4.08 -0.82
C -3.79 -3.41 -2.26
C -5.38 -3.83 -2.54
Cl -2.81 -4.02 -3.71
C -2.15 -4.11 1.41
O -2.05 -5.43 1.73
O -2.44 -3.21 2.57
C -0.59 -4.13 -0.84
C -0.39 -5.74 -1.02
C 0.34 -6.03 -2.48
C 1.40 -7.32 -2.41
F -0.66 -6.42 -3.54
C 4.31 -2.54 0.71
C 5.31 -1.26 0.31
O 4.45 -2.99 1.98
H 3.84 -1.32 -3.25
H 2.12 -2.24 -3.01
H 2.77 -1.08 -1.69
H 3.53 -4.10 -2.31
H 5.03 -3.08 -1.78
H 3.41 -5.07 0.79
H 2.34 -5.08 -0.77
H 1.65 -3.25 1.81
H 0.84 -4.95 1.45
H -0.12 -1.15 2.42
H 0.85 -0.36 1.11
H -3.75 -1.61 0.43
H -2.41 -0.52 1.18
H -3.45 1.04 -0.27
H -3.93 -0.15 -1.66
H -2.17 1.63 -2.34
H -0.76 1.19 0.26
H 0.38 0.30 -0.94
H -0.03 2.10 -1.33
H -2.33 -0.83 -3.59
H -0.63 0.16 -3.80
H -0.77 -1.34 -2.66
H -3.44 -5.26 -0.97
H -4.25 -3.85 -0.02
H -3.76 -2.24 -2.27
H -6.04 -2.84 -2.50
H -5.54 -4.30 -3.60
H -5.79 -4.51 -1.66
H -0.42 -3.72 -1.94
H 0.11 -6.29 -0.11
H -1.48 -6.21 -1.12
H 1.00 -5.10 -2.84
H 2.26 -7.13 -1.63
H 0.85 -8.33 -2.15
H 1.92 -7.41 -3.47
H 5.26 -0.48 1.18
H 4.96 -0.71 -0.67
H 6.41 -1.67 0.25
O 4.98 3.89 2.59
C 5.27 3.26 3.60
O 6.51 2.73 3.74
C 7.00 2.12 4.95
C 6.58 0.66 5.03
C 4.24 2.98 4.65
H 6.71 2.69 5.83
H 8.10 2.17 4.90
H 5.49 0.56 5.07
H 7.01 0.19 5.92
H 6.92 0.12 4.14
H 3.63 2.12 4.34
H 3.60 3.86 4.75
H 4.65 2.79 5.64
O -2.34 3.80 -2.03
C -3.37 4.33 -2.44
O -4.54 3.66 -2.42
C -5.83 4.24 -2.72
C -6.08 4.26 -4.21
C -3.33 5.70 -3.05
H -5.93 5.23 -2.26
H -6.57 3.60 -2.24
H -5.34 4.88 -4.74
H -7.08 4.65 -4.43
H -6.00 3.25 -4.63
H -3.01 5.62 -4.09
H -2.61 6.31 -2.49
H -4.28 6.24 -3.00
O 0.90 7.64 6.33
C 1.37 7.59 5.20
O 2.30 6.67 4.88
C 2.78 6.42 3.55
C 3.90 7.38 3.19
C 0.98 8.62 4.17
H 1.96 6.43 2.82
H 3.18 5.40 3.55
H 3.55 8.42 3.19
H 4.30 7.16 2.20
H 4.71 7.32 3.92
H 1.57 9.53 4.34
H -0.08 8.85 4.30
H 1.10 8.28 3.15
O -1.54 7.32 -4.43
C -0.40 7.58 -4.04
O 0.11 8.82 -4.21
C 1.35 9.28 -3.66
C 2.52 8.89 -4.54
C 0.47 6.51 -3.47
H 1.47 8.93 -2.62
H 1.29 10.37 -3.61
H 2.61 7.80 -4.63
H 3.46 9.28 -4.14
H 2.37 9.28 -5.56
H 0.92 5.94 -4.28
H -0.15 5.85 -2.86
H 1.25 6.88 -2.81
O -2.06 0.68 4.42
C -3.05 0.10 4.85
O -4.09 0.81 5.36
C -5.36 0.24 5.74
C -5.31 -0.33 7.14
C -3.10 -1.40 4.91
H -5.70 -0.49 4.99
H -6.08 1.07 5.71
H -4.58 -1.14 7.22
H -6.29 -0.71 7.44
H -4.99 0.44 7.85
H -2.57 -1.74 5.80
H -2.61 -1.79 4.01
H -4.11 -1.81 4.90
O 1.62 -7.97 0.71
C 1.04 -8.94 1.19
O 1.35 -10.19 0.78
C 0.87 -11.40 1.40
C -0.50 -11.77 0.85
C -0.08 -8.76 2.17
H 0.88 -11.32 2.49
H 1.58 -12.19 1.14
H -1.24 -11.00 1.07
H -0.84 -12.72 1.28
H -0.46 -11.87 -0.24
H -1.00 -8.54 1.62
H 0.16 -7.91 2.82
H -0.24 -9.61 2.82
O -3.26 8.46 -1.11
C -4.39 8.95 -1.10
O -5.32 8.53 -1.99
C -6.70 8.92 -1.96
C -6.91 10.25 -2.66
C -4.72 10.08 -0.18
H -7.09 8.91 -0.94
H -7.25 8.14 -2.50
H -6.37 11.05 -2.16
H -7.97 10.51 -2.68
H -6.54 10.20 -3.69
H -4.36 11.02 -0.61
H -4.21 9.91 0.78
H -5.78 10.17 0.05
O 3.89 -5.93 -3.58
C 4.88 -6.60 -3.29
O 4.83 -7.95 -3.29
C 5.96 -8.81 -3.13
C 6.29 -9.02 -1.66
C 6.14 -5.92 -2.84
H 6.82 -8.45 -3.70
H 5.69 -9.78 -3.57
H 6.55 -8.08 -1.17
H 7.12 -9.72 -1.54
H 5.41 -9.41 -1.13
H 6.06 -5.67 -1.78
H 6.27 -5.00 -3.42
H 7.04 -6.51 -3.00

Charge ... 0
Kohn-Sham gap ... 7.1 eV

=====

3.
Molecular formula: C53H32CaClN8O4P
Method: DFT, ωB97M-V/def2-TZVPD

Positions of all 100 atoms, in Å:
Ca -0.20 -0.08 0.37
C 2.88 -5.84 -1.84
C 2.67 -5.24 -3.09
C 2.15 -3.96 -3.18
C 1.84 -3.31 -2.00
C 1.26 -1.97 -1.72
N 1.16 -1.79 -0.42
C 1.61 -2.92 0.25
N 1.68 -3.11 1.52
C 1.42 -2.13 2.45
C 1.49 -2.37 3.88
C 1.72 -3.51 4.64
C 1.73 -3.39 6.02
C 1.50 -2.14 6.63
C 1.29 -1.00 5.88
C 1.27 -1.12 4.49
C 1.10 -0.18 3.41
N 1.02 1.16 3.59
C 1.02 2.04 2.63
N 1.02 1.80 1.25
C 1.15 2.95 0.62
N 1.18 3.22 -0.72
C 1.03 2.33 -1.67
N 0.95 0.95 -1.52
C 0.56 0.13 -2.56
N 0.86 -1.15 -2.71
C 0.01 0.91 -3.71
C -0.18 0.74 -5.26
C -1.37 1.44 -5.85
C -1.75 2.64 -5.42
C -1.22 3.22 -4.14
C -0.77 2.15 -3.15
C 1.21 4.05 1.58
C 1.33 5.43 1.41
C 1.34 6.22 2.55
C 1.23 5.64 3.83
C 1.12 4.27 3.99
C 1.11 3.48 2.85
N 1.15 -0.84 2.23
C 2.04 -3.90 -0.76
C 2.57 -5.18 -0.66
H 3.29 -6.85 -1.80
H 2.92 -5.79 -3.99
H 1.97 -3.48 -4.13
H 1.89 -4.47 4.16
H 1.89 -4.27 6.63
H 1.51 -2.07 7.71
H 1.11 -0.04 6.34
H -0.06 -0.27 -5.64
H -1.85 0.99 -6.71
H -2.56 3.16 -5.93
H -1.99 3.84 -3.70
H 1.41 5.85 0.42
H 1.42 7.30 2.46
H 1.23 6.29 4.70
H 1.03 3.82 4.97
H 2.72 -5.64 0.31
O -3.14 -2.21 -1.91
C -2.73 -1.06 -2.00
O -1.66 -0.55 -1.57
C -3.62 -0.01 -2.69
C -4.69 -0.47 -3.45
C -5.54 0.41 -4.10
C -5.34 1.78 -3.96
C -4.28 2.24 -3.19
C -3.39 1.36 -2.57
P -1.90 1.97 -1.62
C 0.67 2.78 -3.08
C 1.31 1.71 -3.96
C 1.14 1.64 -5.46
C 1.16 3.01 -6.08
C 0.86 4.08 -5.35
C 0.19 3.98 -4.00
C -2.45 3.71 -1.27
C -1.59 4.81 -1.24
C -1.99 6.04 -0.71
C -3.27 6.19 -0.18
C -4.13 5.09 -0.18
C -3.72 3.88 -0.70
H -4.83 -1.54 -3.50
H -6.37 0.04 -4.70
H -6.00 2.49 -4.44
H -4.15 3.31 -3.07
H 2.26 1.33 -3.60
H 1.94 1.04 -5.90
H 1.51 3.14 -7.10
H 0.95 5.07 -5.79
H 0.10 4.95 -3.54
H -0.57 4.71 -1.57
H -1.29 6.86 -0.69
H -3.58 7.13 0.24
H -5.11 5.18 0.26
H -4.39 3.03 -0.65
Cl -2.88 1.04 4.53
C -2.64 -0.45 3.55
C -2.01 -0.25 2.18
O -1.85 0.90 1.70
O -1.67 -1.32 1.61
H -3.62 -0.90 3.41
H -2.01 -1.13 4.12

Charge ... -2
Kohn-Sham gap ... 5.1 eV

=====

Please write out number 3 again, unchanged.
Molecular formula: C53H32CaClN8O4P
Method: DFT, ωB97M-V/def2-TZVPD

Positions of all 100 atoms, in Å:
Ca -0.20 -0.08 0.37
C 2.88 -5.84 -1.84
C 2.67 -5.24 -3.09
C 2.15 -3.96 -3.18
C 1.84 -3.31 -2.00
C 1.26 -1.97 -1.72
N 1.16 -1.79 -0.42
C 1.61 -2.92 0.25
N 1.68 -3.11 1.52
C 1.42 -2.13 2.45
C 1.49 -2.37 3.88
C 1.72 -3.51 4.64
C 1.73 -3.39 6.02
C 1.50 -2.14 6.63
C 1.29 -1.00 5.88
C 1.27 -1.12 4.49
C 1.10 -0.18 3.41
N 1.02 1.16 3.59
C 1.02 2.04 2.63
N 1.02 1.80 1.25
C 1.15 2.95 0.62
N 1.18 3.22 -0.72
C 1.03 2.33 -1.67
N 0.95 0.95 -1.52
C 0.56 0.13 -2.56
N 0.86 -1.15 -2.71
C 0.01 0.91 -3.71
C -0.18 0.74 -5.26
C -1.37 1.44 -5.85
C -1.75 2.64 -5.42
C -1.22 3.22 -4.14
C -0.77 2.15 -3.15
C 1.21 4.05 1.58
C 1.33 5.43 1.41
C 1.34 6.22 2.55
C 1.23 5.64 3.83
C 1.12 4.27 3.99
C 1.11 3.48 2.85
N 1.15 -0.84 2.23
C 2.04 -3.90 -0.76
C 2.57 -5.18 -0.66
H 3.29 -6.85 -1.80
H 2.92 -5.79 -3.99
H 1.97 -3.48 -4.13
H 1.89 -4.47 4.16
H 1.89 -4.27 6.63
H 1.51 -2.07 7.71
H 1.11 -0.04 6.34
H -0.06 -0.27 -5.64
H -1.85 0.99 -6.71
H -2.56 3.16 -5.93
H -1.99 3.84 -3.70
H 1.41 5.85 0.42
H 1.42 7.30 2.46
H 1.23 6.29 4.70
H 1.03 3.82 4.97
H 2.72 -5.64 0.31
O -3.14 -2.21 -1.91
C -2.73 -1.06 -2.00
O -1.66 -0.55 -1.57
C -3.62 -0.01 -2.69
C -4.69 -0.47 -3.45
C -5.54 0.41 -4.10
C -5.34 1.78 -3.96
C -4.28 2.24 -3.19
C -3.39 1.36 -2.57
P -1.90 1.97 -1.62
C 0.67 2.78 -3.08
C 1.31 1.71 -3.96
C 1.14 1.64 -5.46
C 1.16 3.01 -6.08
C 0.86 4.08 -5.35
C 0.19 3.98 -4.00
C -2.45 3.71 -1.27
C -1.59 4.81 -1.24
C -1.99 6.04 -0.71
C -3.27 6.19 -0.18
C -4.13 5.09 -0.18
C -3.72 3.88 -0.70
H -4.83 -1.54 -3.50
H -6.37 0.04 -4.70
H -6.00 2.49 -4.44
H -4.15 3.31 -3.07
H 2.26 1.33 -3.60
H 1.94 1.04 -5.90
H 1.51 3.14 -7.10
H 0.95 5.07 -5.79
H 0.10 4.95 -3.54
H -0.57 4.71 -1.57
H -1.29 6.86 -0.69
H -3.58 7.13 0.24
H -5.11 5.18 0.26
H -4.39 3.03 -0.65
Cl -2.88 1.04 4.53
C -2.64 -0.45 3.55
C -2.01 -0.25 2.18
O -1.85 0.90 1.70
O -1.67 -1.32 1.61
H -3.62 -0.90 3.41
H -2.01 -1.13 4.12

Charge ... -2
Kohn-Sham gap ... 5.1 eV